Record 1
DFT (ωB97M-V/def2-TZVPD) results for the molecule C15H19N3O5S2 at a distorted geometry.

Geometry (Å):
C  -5.415  1.263  -0.054
C  -4.925  -3.361  -0.750
N  -1.724  2.724  0.277
N  3.532  -0.339  -0.064
C  -0.709  1.930  -0.199
O  3.573  2.258  -0.067
H  -1.106  -1.055  -1.822
H  -4.608  -3.146  -1.767
H  -4.513  -4.318  -0.443
C  0.668  2.052  -0.193
H  -6.418  1.431  0.338
H  4.879  -0.812  -1.542
H  2.485  0.306  1.592
H  1.393  -0.826  -1.819
C  -0.615  -0.208  -1.373
S  -4.434  2.708  0.425
C  -1.357  0.808  -0.780
N  -2.713  0.944  -0.644
H  6.064  0.713  -0.029
H  -5.438  1.176  -1.139
O  5.769  -0.417  1.676
O  -4.987  -1.023  -0.249
H  -4.761  -2.458  1.219
C  4.779  -0.961  -0.468
H  -3.349  -2.189  0.176
C  3.363  -0.303  1.375
H  4.531  0.163  3.149
C  0.760  -0.079  -1.370
C  4.603  0.276  2.066
C  -4.814  0.009  0.562
H  6.886  -0.877  0.068
O  3.615  1.002  -2.182
C  5.961  -0.339  0.279
H  4.690  1.339  1.805
H  3.188  -1.329  1.715
H  1.193  2.888  0.239
C  -4.441  -2.273  0.188
C  -2.887  2.075  -0.018
S  3.156  1.111  -0.830
O  -4.307  -0.041  1.650
H  4.710  -2.030  -0.242
H  -1.638  3.601  0.763
H  -6.010  -3.420  -0.730
C  1.373  1.025  -0.788

Values from the calculation:
* relative energy (zero: lowest compared OMol25 entry of this formula, charge and spin): 1.438 eV
* HOMO-LUMO gap: 8.95 eV
* SMILES: CCOC(=O)CSc1nc2ccc(S(=O)(=O)N3CCOCC3)cc2[nH]1
* F_max: 1.081 eV/A
* HOMO energy: -8.53 eV
* LUMO energy: 0.415 eV
* E_tot: -52241.654 eV

***

Record 2
DFT (ωB97M-V/def2-TZVPD) results for a 2-piece molecular cluster, C3H7N2OS overall at a distorted geometry.

Geometry (Å):
H  1.118  -2.034  2.129
S  2.207  -1.423  1.309
H  1.538  2.110  -1.572
C  -2.270  -0.157  0.201
H  0.260  0.894  -1.843
N  1.153  -0.508  0.356
C  -2.547  0.119  1.314
O  -1.932  -0.390  -1.037
H  -2.651  -0.722  -1.716
C  1.624  0.571  -0.282
H  -2.542  0.207  2.366
H  2.515  1.040  0.371
H  0.431  -0.891  -0.233
N  1.096  1.185  -1.364

Values from the calculation:
* relative energy (zero: lowest compared OMol25 entry of this formula, charge and spin): 4.335 eV
* HOMO-LUMO gap: 9.16 eV
* net charge: +1
* F_max: 3.707 eV/A
* HOMO energy: -13.18 eV
* LUMO energy: -4.021 eV
* E_tot: -19076.962 eV

***

Record 3
DFT (ωB97M-V/def2-TZVPD) results for C9H8BrFN2O4P2S2 as an isolated structure.

Geometry (Å):
H  -1.955  -2.149  0.991
P  0.998  2.995  -1.959
H  -4.065  2.069  0.171
F  -2.677  -0.881  2.396
C  -1.026  -0.258  0.763
H  0.116  -1.245  2.973
C  -0.619  -1.982  2.651
S  -4.702  -0.606  -0.109
N  1.237  -1.258  0.665
C  0.330  -0.307  0.364
C  -1.220  1.787  -0.584
O  4.932  -1.157  -1.815
S  2.634  -0.896  -0.048
H  0.085  4.031  -2.182
Br  -2.298  3.218  -1.298
O  2.271  3.544  -1.435
H  1.123  2.333  -3.195
N  2.200  0.499  -0.756
C  4.642  -2.376  -2.066
O  4.627  -2.846  -3.255
H  -1.200  -2.316  3.510
P  -3.590  0.846  0.618
H  -0.050  -2.784  2.193
C  0.909  0.702  -0.473
H  -3.715  0.957  2.002
O  4.293  -3.151  -1.082
C  0.124  1.794  -0.937
C  -1.583  -1.355  1.648
C  -1.820  0.794  0.248

Values from the calculation:
* HOMO-LUMO gap: 3.09 eV
* net charge: -2
* F_max: 0.936 eV/A
* HOMO energy: 0.60 eV
* LUMO energy: 3.691 eV
* E_tot: -133639.765 eV

***

Record 4
DFT (ωB97M-V/def2-TZVPD) results for a 3-piece molecular cluster, C19H43N3O3 overall at a distorted geometry.

Geometry (Å):
H  -0.559  -1.341  -2.579
H  -0.299  -0.143  6.525
H  -2.647  3.705  -3.470
H  1.297  3.030  -4.290
C  -1.024  4.283  -2.146
H  -3.725  -2.213  -0.811
H  -4.974  -3.622  -2.204
H  1.179  0.439  3.050
O  4.043  1.104  1.368
H  0.328  2.372  -0.913
C  2.112  -0.070  2.647
H  1.091  -0.363  -0.609
C  -4.018  -4.042  -1.878
H  1.291  4.780  -0.658
C  3.192  -0.604  3.696
H  -0.729  -4.534  0.777
O  1.760  1.129  0.616
C  2.656  -0.780  5.194
H  -1.154  -3.701  -2.199
H  3.289  -1.620  5.668
C  0.939  -0.095  0.484
H  -1.310  -0.863  -1.053
H  -2.905  5.227  -2.610
N  0.367  0.094  5.775
H  2.652  4.202  -1.637
C  -1.349  -1.592  -1.866
H  -0.584  5.223  -1.787
O  2.904  0.390  6.029
H  -1.801  5.180  -3.979
C  0.604  3.807  -3.951
H  -0.104  0.512  4.965
H  -4.199  -5.092  -1.647
C  -1.143  -3.009  -1.346
C  -2.154  4.613  -3.114
N  -0.013  3.388  -2.696
H  4.029  0.190  3.738
H  -1.216  -5.806  -1.446
H  1.536  2.093  -2.127
H  3.226  1.127  5.471
H  -0.172  3.824  -4.723
H  -0.094  0.310  0.741
H  0.997  -1.881  6.210
C  -1.731  -4.658  0.349
H  -2.386  -4.810  1.214
H  -2.302  -1.480  -2.389
C  -3.509  -3.276  -0.659
C  -1.728  -5.934  -0.491
C  1.091  -1.153  5.322
H  -0.133  -3.050  -0.924
C  2.847  0.811  1.496
H  2.286  -1.685  1.018
H  -3.334  -3.986  -2.727
H  -1.482  3.801  -1.275
N  -2.096  -3.408  -0.316
C  1.458  -1.147  1.613
H  0.769  5.937  -3.452
H  1.456  5.484  -5.008
H  0.583  -1.761  1.994
H  -1.209  -6.730  0.052
H  2.321  5.085  -3.536
C  0.915  2.880  -1.685
H  0.632  -1.623  4.393
H  -4.119  -3.547  0.210
C  1.828  3.890  -0.992
H  2.278  3.431  -0.109
C  1.324  5.154  -3.973
H  3.661  -1.578  3.342
H  -2.740  -6.296  -0.684

Values from the calculation:
* HOMO-LUMO gap: 8.45 eV
* SMILES: NC[C@H](O)C[C@@H]1CCOC1=O.CCN(CC)CC.CCN(CC)CC
* F_max: 4.451 eV/A
* HOMO energy: -7.98 eV
* LUMO energy: 0.476 eV
* E_tot: -31010.193 eV

***

Record 5
DFT (ωB97M-V/def2-TZVPD) results for C16H25ClI2LuN3P2 as an isolated structure at a distorted geometry.

Geometry (Å):
H  -4.965  -0.776  -1.474
H  -1.959  -0.262  -4.383
P  -2.898  0.185  -2.208
C  4.954  4.978  3.642
H  3.695  2.764  4.498
H  -2.812  2.523  -2.718
H  -3.709  0.252  -4.464
H  -1.255  -5.173  2.080
H  -2.591  -4.347  1.182
C  2.449  2.490  1.348
C  3.494  2.989  3.449
C  3.036  3.612  0.753
C  3.860  4.437  1.527
N  1.705  1.655  0.500
C  -1.638  -4.213  1.713
H  -0.814  -5.029  -1.266
H  -2.148  2.158  -1.074
H  4.315  5.324  1.069
H  0.597  0.503  -2.344
I  0.342  -2.212  -3.165
H  -1.159  1.847  -2.489
N  0.257  0.153  -0.253
C  0.853  0.801  -1.342
H  2.851  3.835  -0.295
C  -2.193  1.845  -2.125
H  2.191  1.278  3.101
H  1.445  -3.812  1.990
C  -4.609  0.252  -1.620
H  0.743  -2.152  2.149
H  0.261  -5.748  0.001
C  2.652  2.170  2.684
H  -3.219  -1.417  -3.960
H  1.744  -2.526  0.750
H  2.411  2.373  -1.436
C  1.021  -2.957  1.455
H  0.545  0.484  1.857
C  0.029  -4.851  -0.583
C  0.808  0.702  0.847
C  1.749  1.714  -0.890
Cl  -3.162  -3.160  -1.507
H  -5.217  0.776  -2.366
P  -0.435  -3.521  0.552
H  -4.641  0.739  -0.637
H  -1.826  -3.496  2.522
Lu  -1.468  -1.492  -0.759
C  4.093  4.120  2.871
I  -2.949  -0.626  1.714
C  -2.959  -0.349  -3.937
H  0.869  -4.522  -1.209
N  5.659  5.684  4.251

Values from the calculation:
* relative energy (zero: lowest compared OMol25 entry of this formula, charge and spin): 0.000 eV
* HOMO-LUMO gap (alpha / beta): 3.95 / 3.76 eV
* net charge: +2
* F_max: 2.472 eV/A
* HOMO energy (alpha / beta): -14.24 / -14.24 eV
* LUMO energy (alpha / beta): -10.284 / -10.485 eV
* E_tot: -102377.718 eV

***

Record 6
DFT (ωB97M-V/def2-TZVPD) results for a 18-piece molecular cluster, C70H120O34 overall at a distorted geometry.

Geometry (Å):
O  4.394  1.718  -0.921
H  -4.248  -1.093  4.340
H  4.622  -4.093  5.091
H  3.439  2.930  4.923
H  -2.976  5.336  -3.107
H  -6.585  0.454  -2.665
H  5.472  -1.640  -4.068
H  0.343  -5.097  4.358
H  -0.356  5.371  -2.736
H  -0.869  4.982  3.044
H  -7.104  -2.444  -0.514
O  2.954  -0.466  -4.967
C  2.517  3.488  4.817
H  1.727  2.003  6.188
H  0.511  3.188  5.505
H  2.310  -5.403  -2.256
O  1.485  -6.756  -1.008
C  -4.355  -2.409  2.595
H  -2.860  0.289  -1.972
H  4.355  0.106  0.305
H  2.745  -1.593  3.727
O  -6.009  2.881  -1.491
H  3.137  3.775  -2.739
C  2.220  3.487  3.342
H  -6.856  0.482  -8.599
H  3.418  -6.408  -1.311
H  -0.528  -2.342  7.149
C  2.527  -1.734  2.688
H  2.385  -8.353  -2.432
C  -2.608  4.344  -1.312
H  -5.028  4.458  -5.719
O  1.782  2.150  3.076
O  2.304  -1.069  7.338
H  0.664  -2.602  -3.040
C  1.046  0.637  -0.503
C  2.883  -2.956  9.011
O  0.469  -4.787  -1.235
C  -4.222  2.607  -6.174
H  3.439  2.102  -5.938
H  0.591  -3.036  5.810
C  3.781  -1.368  -2.883
H  1.970  4.219  -0.638
H  1.364  -2.343  10.435
H  2.186  -3.058  -5.195
O  -1.183  3.827  0.586
O  3.755  -1.367  1.982
C  -0.625  -0.847  -4.219
H  2.333  3.902  -7.834
C  3.884  -1.350  -5.319
C  6.236  1.277  0.388
H  -0.030  -0.748  0.697
H  0.183  -1.252  5.884
O  2.069  -4.686  5.312
H  3.072  -3.984  9.336
H  -1.022  0.656  0.318
H  -4.462  -1.399  1.996
H  -5.513  0.589  -9.747
H  2.016  0.068  -3.205
H  -0.768  7.024  -2.192
H  -0.233  -6.998  5.703
C  2.960  -3.297  0.754
H  0.641  4.825  -6.496
C  -2.523  5.589  -2.135
H  1.781  2.122  -1.774
C  -5.443  1.865  -1.566
C  2.941  4.776  -0.733
H  1.534  -7.333  -3.608
O  2.613  6.180  -3.995
H  -3.288  1.182  4.681
C  -1.444  4.496  -0.357
H  3.620  -3.020  6.036
H  2.970  -1.986  -2.415
O  2.317  6.766  -1.861
H  1.676  8.182  3.948
H  4.520  -3.100  -4.332
H  4.468  4.735  -2.370
H  3.811  -2.558  8.601
C  0.656  3.706  -6.538
H  2.342  -1.035  9.861
H  1.837  -4.543  -4.261
C  -4.723  3.556  -5.199
H  -4.106  -2.939  4.692
C  -0.746  6.011  2.883
H  7.585  1.351  -1.380
H  3.684  6.858  -0.416
C  -4.842  0.925  -7.785
H  -5.296  -2.908  2.478
H  0.324  -6.443  1.279
H  -2.681  -2.439  -1.306
H  -6.769  0.242  -0.957
O  0.662  0.533  4.229
C  -3.955  -2.096  4.010
H  -1.679  6.461  3.174
H  -8.170  -3.614  0.163
H  -3.923  3.783  -4.531
C  -2.722  -3.471  -1.662
C  4.480  -2.000  -4.126
C  -7.351  -3.507  -0.460
O  -3.223  1.146  1.937
H  -7.625  -3.830  -1.478
C  4.109  -4.005  6.018
O  -1.084  -3.286  2.217
H  -2.984  -3.396  -2.662
H  -2.686  3.129  2.321
H  3.655  0.811  -3.514
H  1.202  -3.305  1.911
C  -1.029  5.925  -2.114
H  -0.494  -3.573  -3.909
H  0.032  0.531  -5.738
C  -6.028  0.452  -1.722
H  -6.095  2.162  -9.076
H  -5.530  3.157  -4.586
O  5.469  2.176  -2.822
C  1.417  -3.767  -4.895
H  3.685  4.464  -0.039
H  4.155  1.583  0.997
C  1.100  -5.642  4.914
C  -4.848  -0.503  -1.480
O  -5.309  0.589  1.273
C  2.806  2.917  -5.783
H  -0.252  3.352  -6.932
C  -4.521  1.091  2.080
H  -1.105  -5.666  0.659
H  4.375  -1.061  -2.018
C  1.196  1.606  4.183
O  1.844  2.740  -4.756
H  1.537  4.213  3.033
C  0.821  1.832  -1.391
C  0.669  3.223  -5.088
C  -6.022  -4.211  -0.133
C  0.386  -2.969  -4.049
C  0.306  6.597  3.786
H  0.946  -4.241  -5.731
C  -2.407  -2.051  3.839
C  5.495  1.651  -1.753
O  -3.627  -5.290  -0.394
O  4.142  -1.509  -6.493
C  1.552  -2.009  7.293
C  2.214  -3.173  2.140
H  -0.003  8.719  3.380
C  2.745  6.271  -0.574
H  6.582  2.249  0.735
H  2.306  -3.076  -0.012
C  3.036  -0.137  -3.568
H  1.908  2.228  -7.581
C  3.361  4.701  -2.203
C  -0.865  0.265  -5.183
H  3.120  3.548  2.681
C  3.126  -5.099  5.990
H  1.528  -6.395  4.259
O  -0.669  5.551  -0.734
H  -1.631  1.849  3.082
C  6.652  0.967  -1.049
H  -3.130  6.313  -1.662
H  -0.757  -7.344  0.145
H  -1.297  1.137  -4.759
H  -6.029  -5.200  -0.563
O  -5.198  1.734  -6.620
H  -4.970  -1.061  -0.545
O  -4.104  1.684  -1.360
C  0.001  0.349  0.523
H  2.631  -3.911  2.783
H  1.714  -1.031  2.369
H  -3.950  1.362  -8.199
C  4.735  1.103  0.291
H  3.073  -2.131  10.951
H  -5.705  1.369  3.795
H  -1.954  -1.096  3.680
H  -0.593  6.241  1.807
O  -3.021  2.536  -6.426
C  -2.111  -2.893  2.656
C  2.367  -2.085  10.093
H  2.035  6.534  0.215
O  -0.236  3.215  -4.292
H  -4.778  -0.100  -7.452
H  4.846  -4.160  6.859
C  1.409  2.600  5.321
C  0.310  -2.173  6.450
H  -1.786  -3.987  -1.522
O  -4.968  -3.455  -0.770
O  5.106  -2.059  0.405
O  -3.225  -3.209  2.081
H  6.447  -0.043  -1.367
C  -2.640  2.164  2.833
O  0.050  -1.821  -4.780
H  1.005  -6.636  6.860
C  -0.324  -6.367  0.441
O  0.590  6.030  4.841
H  0.406  2.633  -0.775
H  -4.741  -1.221  -2.241
H  -5.271  2.896  2.867
H  -3.349  0.245  -0.197
C  -3.777  -4.207  -0.906
H  3.369  -7.364  -3.717
H  3.472  -4.226  0.585
C  0.396  -6.218  6.104
C  2.521  -6.419  -1.914
H  -1.865  -2.486  4.615
H  2.544  4.490  5.318
H  -5.898  -4.214  0.883
C  -5.926  1.092  -8.849
H  -0.272  -5.522  6.677
C  1.991  3.182  -7.066
O  2.061  -0.052  -0.571
O  3.238  -6.195  6.506
C  0.537  -5.852  -0.719
H  3.432  3.811  -5.500
C  2.523  -7.415  -3.052
C  -3.593  2.044  4.047
C  -4.923  1.830  3.260
H  1.162  7.784  2.301
O  1.815  -3.124  8.051
H  0.307  0.916  1.448
C  2.739  5.911  -2.822
O  -0.978  -0.748  -3.068
H  6.709  0.543  1.003
C  0.850  7.918  3.340
H  -3.516  2.976  4.675
C  -3.656  0.343  -1.215
H  -3.536  4.166  -0.774
H  0.174  1.729  -2.287
H  -2.331  3.429  -1.913
C  4.042  -2.170  0.957
H  -1.544  -0.144  -5.931

Values from the calculation:
* HOMO-LUMO gap: 9.54 eV
* F_max: 5.086 eV/A
* HOMO energy: -9.29 eV
* LUMO energy: 0.249 eV
* E_tot: -144152.842 eV

***

Record 7
DFT (ωB97M-V/def2-TZVPD) results for a 7-piece molecular cluster, C6H24BF4O6 overall at a distorted geometry.

Geometry (Å):
H  -1.602  -2.680  -1.016
C  -2.935  -0.159  3.808
C  1.456  -3.525  -2.082
O  -1.408  -4.740  -0.605
B  -0.475  0.421  0.272
O  -2.526  -1.311  3.115
F  -0.245  -0.209  -0.979
H  2.570  3.491  -0.070
O  0.126  0.956  -4.804
H  0.538  2.913  -0.426
H  2.825  1.860  1.971
C  2.158  1.833  2.841
O  1.547  0.575  2.988
H  2.335  4.515  -1.495
C  1.915  4.239  -0.524
H  1.856  -3.888  -3.028
H  2.719  2.147  3.722
C  -1.593  -3.388  -0.188
H  1.967  5.087  0.167
H  0.511  -1.788  -1.718
F  -0.529  -0.557  1.295
O  0.572  3.834  -0.741
H  -0.942  1.305  -3.095
H  -2.151  -5.269  -0.326
H  2.272  -3.196  -1.428
H  -2.248  0.690  3.760
H  -0.835  -3.027  0.512
H  0.988  0.452  2.199
H  -2.524  -3.389  0.386
H  -3.940  0.210  3.560
O  0.656  -2.410  -2.442
H  -0.022  2.649  -3.664
H  1.429  2.635  2.672
H  0.828  -4.229  -1.529
H  -2.074  -1.005  2.312
H  0.862  1.410  -2.833
F  0.553  1.349  0.436
H  -2.989  -0.458  4.863
C  0.029  1.567  -3.516
H  0.031  0.009  -4.652
F  -1.707  1.081  0.282

Values from the calculation:
* relative energy (zero: lowest compared OMol25 entry of this formula, charge and spin): 0.433 eV
* HOMO-LUMO gap: 10.25 eV
* net charge: -1
* F_max: 1.662 eV/A
* HOMO energy: -7.21 eV
* LUMO energy: 3.038 eV
* E_tot: -30449.310 eV